i.
{"formula": "C3H7OPS2", "method": "ωB97M-V/def2-TZVPD", "species": ["C", "C", "C", "O", "P", "S", "S", "H", "H", "H", "H", "H", "H", "H"], "coordinates": [[1.42417, -0.20388, -1.04652], [2.81582, 0.30333, -1.30318], [-2.19935, -0.64265, 1.55556], [-1.69507, 0.58982, -0.90528], [-1.25277, 0.48763, 0.45575], [0.81347, 0.30485, 0.63853], [4.15562, -0.30986, -1.94504], [0.54709, 0.23085, -1.78198], [1.40614, -1.20250, -1.22466], [2.71050, 1.38994, -0.89336], [-1.43239, 1.78174, 1.19572], [-3.11638, -0.19707, 1.65263], [-2.46187, -1.74437, 1.17750], [-1.71498, -0.78784, 2.42432]], "lowdin_charge": [-0.57, -0.80, -0.22, -0.42, 0.31, 0.63, 0.70, 0.14, 0.02, 0.07, 0.04, 0.00, 0.12, -0.02], "e_lumo_ev": -0.62, "homo_ev": -9.059, "spin_multiplicity": 1, "homo_lumo_gap_ev": 8.443, "smiles": "C[P@H](=O)SCC=S"}

---

ii.
{"formula": "C3H7OPS2", "method": "ωB97M-V/def2-TZVPD", "species": ["C", "C", "C", "O", "P", "S", "S", "H", "H", "H", "H", "H", "H", "H"], "coordinates": [[-0.46352, 0.37688, 1.75840], [0.78531, 1.11557, 1.38456], [-0.86641, -0.88233, -2.49579], [-1.15629, -0.08906, 0.72400], [1.35158, -1.42834, -0.47721], [2.00492, -0.20242, 1.01308], [0.73388, -0.15629, -1.95328], [-0.17895, -0.40185, 2.38128], [-1.11649, 1.06295, 2.34489], [0.53315, 1.82459, 0.66786], [1.42371, 1.71273, 2.12363], [-0.64724, -1.97690, -2.42873], [-0.87897, -0.34359, -3.39330], [-1.52467, -0.61195, -1.64939]], "lowdin_charge": [-0.58, -0.48, -0.39, -0.23, 0.36, 0.51, 0.41, 0.06, 0.14, 0.05, 0.09, 0.04, -0.01, 0.03], "e_lumo_ev": [-2.03, -2.03], "homo_ev": [-8.024, -8.022], "spin_multiplicity": 1, "homo_lumo_gap_ev": [5.994, 5.992]}

---

Which is most stable? The ranking, best first, is i, ii.

---

i.
{"formula": "C4H6F2", "method": "ωB97M-V/def2-TZVPD", "species": ["C", "C", "C", "C", "H", "H", "H", "H", "H", "H", "F", "F"], "coordinates": [[1.37222, 0.21492, 0.31955], [0.37144, -0.73277, -0.39953], [-0.95859, -0.50036, 0.19318], [-1.65320, 0.58908, -0.12400], [1.20017, 0.16927, 1.35794], [0.75792, -1.76749, -0.29531], [0.26237, -0.45520, -1.45005], [-1.36536, -1.09324, 1.07998], [-1.24505, 1.24971, -0.88303], [-2.53527, 0.99793, 0.33478], [2.61285, -0.22018, -0.06597], [1.18050, 1.54832, -0.06754]], "lowdin_charge": [-0.34, -0.14, -0.21, 0.00, 0.14, 0.13, 0.12, 0.12, 0.06, 0.05, 0.04, 0.02], "e_lumo_ev": 1.15, "homo_ev": -10.011, "spin_multiplicity": 1, "homo_lumo_gap_ev": 11.158, "smiles": "C=CCC(F)F"}

---

ii.
{"formula": "C4H6F2", "method": "ωB97M-V/def2-TZVPD", "species": ["C", "C", "C", "C", "H", "H", "H", "H", "H", "H", "F", "F"], "coordinates": [[1.78717, -0.09557, 0.35382], [0.31940, 0.36335, -0.20577], [-0.84560, -0.52807, -0.20104], [-2.03206, -0.07903, 0.09175], [2.48131, 0.71611, 0.14682], [2.16857, -0.90314, -0.25535], [1.82336, -0.44821, 1.40584], [0.14445, 1.38109, 0.09396], [0.34560, 0.56235, -1.19090], [-0.74964, -1.60076, -0.57064], [-2.23420, 1.25695, 0.12060], [-3.20837, -0.62507, 0.21089]], "lowdin_charge": [-0.06, -0.22, -0.06, -0.40, 0.06, 0.05, 0.07, 0.10, 0.06, 0.15, 0.09, 0.15], "e_lumo_ev": 1.04, "homo_ev": -9.433, "spin_multiplicity": 1, "homo_lumo_gap_ev": 10.470, "smiles": "CCC=C(F)F"}

---

Which is most stable? The ranking, best first, is i, ii.

---

i.
{"formula": "C3H5ClN2", "method": "ωB97M-V/def2-TZVPD", "species": ["C", "C", "C", "H", "H", "H", "H", "H", "N", "N", "Cl"], "coordinates": [[-0.72006, -0.17283, 0.25936], [0.03335, 0.85938, -0.11546], [2.35370, -0.03472, 0.04216], [-0.35759, -1.04015, 0.76348], [-0.43724, 1.72697, -0.57721], [1.80482, 1.91160, 0.05950], [3.34477, 0.34947, 0.28679], [1.25150, -1.53857, -0.38760], [1.41536, 0.98024, 0.06140], [2.22823, -1.28854, -0.14483], [-2.41843, -0.18601, -0.03984]], "lowdin_charge": [-0.58, -0.21, -0.32, 0.05, 0.11, 0.13, 0.11, 0.03, 0.00, 0.08, 0.60], "e_lumo_ev": 0.69, "homo_ev": -8.774, "spin_multiplicity": 1, "homo_lumo_gap_ev": 9.465, "smiles": "[H]/N=C\\N/C=C/Cl"}

---

ii.
{"formula": "C3H5ClN2", "method": "ωB97M-V/def2-TZVPD", "species": ["C", "C", "C", "H", "H", "H", "H", "H", "N", "N", "Cl"], "coordinates": [[0.37609, 0.00097, 0.43513], [-0.57894, 0.04695, -0.71071], [-0.51692, -0.69415, -1.77595], [0.78876, 0.88759, 2.22478], [-0.58923, 1.49029, 1.51583], [1.82204, -0.78488, 1.29681], [-1.19971, -0.71187, -2.56524], [0.32646, -1.36839, -1.91324], [0.14111, 0.81532, 1.48718], [1.33822, -0.82007, 0.40963], [-1.90788, 1.13822, -0.40423]], "lowdin_charge": [-0.56, -0.64, 0.01, 0.09, 0.03, 0.04, 0.05, 0.08, 0.09, 0.12, 0.68], "e_lumo_ev": 0.81, "homo_ev": -9.160, "spin_multiplicity": 1, "homo_lumo_gap_ev": 9.970, "smiles": "[H]/N=C(\\N)C(=C)Cl"}

---

Which is most stable? The ranking, best first, is ii, i.